{"formula": "C25H35Cl14I2NO2", "method": "wB97M-V/def2-TZVPD", "species": ["C", "C", "I", "C", "I", "C", "C", "C", "C", "C", "C", "C", "O", "N", "C", "O", "H", "H", "H", "H", "H", "H", "H", "Cl", "C", "C", "Cl", "H", "H", "H", "H", "Cl", "C", "C", "Cl", "H", "H", "H", "H", "Cl", "C", "C", "Cl", "H", "H", "H", "H", "Cl", "C", "C", "Cl", "H", "H", "H", "H", "Cl", "C", "C", "Cl", "H", "H", "H", "H", "Cl", "C", "C", "Cl", "H", "H", "H", "H", "Cl", "C", "C", "Cl", "H", "H", "H", "H"], "xyz": [[2.268875, 3.287648, -1.389932], [0.783902, 3.504304, -1.252612], [-0.371626, 3.734474, -3.003542], [0.191900, 3.549446, -0.073816], [1.321865, 3.359155, 1.723223], [-1.258051, 3.724141, 0.161862], [-1.747031, 4.903222, 0.644116], [-3.083431, 5.055167, 0.895285], [-3.955678, 4.022287, 0.674954], [-3.449313, 2.875038, 0.167365], [-2.115090, 2.693496, -0.096010], [-1.869257, 1.310077, -0.634667], [-0.831427, 0.744421, -0.796437], [-3.170402, 0.784950, -0.880764], [-4.144732, 1.598626, -0.211314], [-5.281820, 1.254864, -0.054991], [2.841465, 4.131432, -1.009514], [2.501343, 2.386401, -0.831523], [2.542791, 3.110178, -2.427751], [-1.101442, 5.750185, 0.845661], [-3.443419, 5.992253, 1.296951], [-5.010506, 4.112563, 0.895920], [-3.459280, 0.743789, -1.854343], [-8.693956, 4.247403, 0.052003], [-8.162123, 2.700600, -0.665023], [-8.403863, 2.650283, -2.150686], [-10.139540, 2.582149, -2.553903], [-8.679977, 1.895918, -0.149688], [-7.099092, 2.606707, -0.461598], [-7.947002, 1.751821, -2.562870], [-7.977764, 3.515877, -2.652384], [-0.947307, 7.754229, 2.120194], [-1.617442, 9.168069, 1.261721], [-1.271472, 9.155177, -0.205900], [0.466008, 9.423339, -0.487606], [-1.246315, 10.063971, 1.752583], [-2.699031, 9.131565, 1.384584], [-1.804748, 9.957127, -0.713836], [-1.545077, 8.210677, -0.671429], [6.970722, 2.681656, 0.735831], [5.728564, 1.645700, 1.486725], [5.446664, 0.411599, 0.669659], [4.626299, 0.798848, -0.865783], [4.831266, 2.245248, 1.625419], [6.106121, 1.356612, 2.466613], [4.784550, -0.252418, 1.224023], [6.358751, -0.131791, 0.435682], [8.295026, -1.553312, 0.994476], [8.892056, -3.025792, 0.186640], [8.560158, -3.032667, -1.283230], [6.810896, -3.206729, -1.572035], [8.464274, -3.885174, 0.696639], [9.972242, -3.047748, 0.321890], [9.049686, -3.877544, -1.765102], [8.891322, -2.118411, -1.769591], [-0.761665, -3.185439, -4.397088], [-1.380044, -3.266833, -2.727381], [-0.408932, -2.688894, -1.731213], [1.055140, -3.696458, -1.557148], [-1.609215, -4.306276, -2.504926], [-2.307185, -2.696296, -2.703386], [-0.877090, -2.635873, -0.749606], [-0.094179, -1.687480, -2.012073], [0.375121, -6.950961, 3.415334], [0.321173, -5.840408, 2.018631], [1.559102, -4.990316, 1.916501], [1.670004, -3.797569, 3.239270], [-0.574450, -5.230810, 2.111577], [0.227294, -6.459244, 1.127057], [1.536589, -4.431048, 0.983499], [2.461353, -5.596747, 1.935840], [0.298579, -9.260726, 0.218219], [-0.437550, -9.926425, 1.700705], [-0.847332, -11.366730, 1.531682], [-2.218646, -11.550414, 0.407527], [-1.283789, -9.298631, 1.966145], [0.308816, -9.844617, 2.488099], [-1.167240, -11.769716, 2.491245], [-0.025384, -11.973196, 1.159351]], "atomic_forces_ev_per_a": [[-0.55, -0.24, -0.71], [0.66, 0.16, 0.22], [0.23, -0.01, 0.19], [-0.24, 0.17, 0.25], [-0.29, 0.04, -0.41], [1.92, -0.63, -0.20], [0.22, 1.10, 0.26], [-0.43, 0.81, 0.41], [-1.28, 0.36, 0.38], [-0.48, -1.96, -0.37], [0.10, -0.38, 0.21], [-0.41, 1.04, -0.01], [-0.01, -0.25, -0.28], [-0.52, -0.04, 0.07], [0.33, 0.28, -0.14], [-0.08, 0.26, -0.10], [-0.01, 0.02, 0.09], [0.26, 0.03, 0.10], [0.07, 0.07, 0.00], [0.13, -0.38, -0.16], [-0.02, 0.07, 0.00], [-0.06, 0.01, -0.01], [0.39, -0.83, -0.03], [-0.02, 0.02, 0.01], [0.08, -0.04, 0.01], [0.08, -0.04, -0.04], [-0.01, 0.03, -0.02], [-0.07, 0.05, 0.00], [0.00, -0.02, -0.03], [-0.02, -0.03, 0.06], [-0.07, 0.04, 0.03], [0.06, 0.32, 0.22], [-0.12, 0.08, -0.01], [-0.06, 0.02, -0.06], [0.01, -0.04, 0.00], [0.09, -0.04, -0.01], [0.00, -0.04, -0.03], [0.00, 0.03, 0.05], [0.05, -0.02, 0.03], [-0.01, 0.03, -0.02], [-0.07, -0.02, 0.12], [0.00, -0.10, 0.07], [0.10, -0.08, -0.04], [0.01, 0.03, -0.08], [0.03, -0.04, -0.03], [-0.03, 0.05, 0.01], [-0.15, 0.14, -0.09], [0.16, -0.08, 0.10], [0.12, -0.11, 0.00], [0.06, -0.04, -0.08], [-0.02, 0.05, 0.01], [-0.08, 0.05, -0.01], [0.00, 0.06, -0.04], [-0.02, -0.03, 0.05], [-0.06, 0.03, 0.04], [0.01, -0.02, -0.01], [-0.09, -0.02, 0.05], [-0.07, 0.14, 0.08], [0.02, -0.02, -0.08], [0.07, -0.02, -0.04], [0.03, 0.05, 0.02], [-0.02, -0.02, -0.01], [0.04, -0.02, -0.01], [-0.02, 0.02, 0.06], [-0.07, 0.00, -0.20], [0.07, 0.01, -0.10], [0.02, 0.00, 0.03], [0.03, 0.01, 0.11], [0.07, -0.02, 0.02], [-0.05, 0.01, 0.04], [-0.02, -0.01, 0.08], [-0.01, 0.04, -0.02], [0.00, -0.04, 0.13], [0.03, -0.06, 0.06], [0.01, -0.01, -0.02], [-0.01, 0.00, -0.07], [0.02, -0.02, -0.03], [-0.02, 0.05, 0.01], [-0.02, 0.03, -0.07]], "lowdin_charge": [-0.21, -0.77, 0.94, -0.70, 0.93, -0.32, -0.06, -0.04, 0.01, -0.09, -0.09, -0.38, 0.13, 0.16, -0.35, 0.12, 0.08, -0.01, 0.06, 0.04, 0.11, 0.13, 0.16, 0.53, -0.67, -0.67, 0.53, 0.07, 0.03, 0.07, 0.07, 0.60, -0.63, -0.66, 0.55, 0.07, 0.07, 0.07, 0.06, 0.54, -0.66, -0.67, 0.58, 0.05, 0.07, 0.08, -0.03, 0.59, -0.65, -0.66, 0.55, 0.07, 0.07, 0.07, 0.07, 0.54, -0.66, -0.65, 0.57, 0.07, 0.07, 0.07, 0.06, 0.56, -0.66, -0.67, 0.53, 0.07, 0.04, 0.00, 0.07, 0.55, -0.69, -0.67, 0.54, 0.06, 0.05, 0.07, 0.07], "multiplicity": 1, "total_energy_ha": -8216.95455, "smiles": "C/C(I)=C(\\I)c1cccc2c1C(=O)NC2=O.ClCCCl.ClCCCl.ClCCCl.ClCCCl.ClCCCl.ClCCCl.ClCCCl", "total_charge": 0, "e_homo_ev": -9.02, "e_lumo_ev": -0.669, "homo_lumo_gap_ev": 8.356}